a.
The ion C2H6NS with charge -1, computed with ωB97M-V with the def2-TZVPD basis set.

Each line ends with the Mulliken charge.
Geometry (Å):
N: -1.1002 0.8979 -0.4664  -0.68
C: 0.0955 0.0831 -0.7088  -0.63
C: 0.5958 -0.6745 0.5247  -0.61
S: 1.0412 0.4110 1.9001  -0.68
H: -1.7751 0.2916 -0.0024  0.25
H: -0.8398 1.5443 0.2783  0.28
H: 0.8977 0.7530 -1.0306  0.29
H: -0.1403 -0.6253 -1.5102  0.33
H: -0.2078 -1.3670 0.8182  0.23
H: 1.4330 -1.3140 0.1971  0.23

- Orbital gap: 6.740 eV
- Total charge: -1
- SMILES: NCC[S-]
- Lowest unoccupied orbital energy: 4.41 eV

b.
A cluster of 2 separate species, C2H6NS in total, computed with ωB97M-V with the def2-TZVPD basis set.

Each line ends with the Mulliken charge.
Geometry (Å):
S: -1.5461 1.2262 -2.8876  -0.84
H: -1.7754 0.6277 -4.0581  -0.06
C: 0.6896 -0.9325 1.4881  -0.73
C: -0.1844 0.6279 0.0709  -0.08
N: -0.4612 -0.3774 0.8080  -0.43
H: 1.2872 -0.3131 2.1880  0.30
H: 1.3933 -1.2959 0.7407  0.25
H: 0.4772 -1.8197 2.0894  0.24
H: 0.2027 1.5514 0.5762  0.23
H: -0.0828 0.7054 -1.0155  0.12

- Orbital gap: 6.077 eV
- Total charge: -1
- Lowest unoccupied orbital energy: 3.46 eV

Q: Which of them is the most stable? A: a.

a.
A cluster of 2 separate species, C2H6NS in total, computed with ωB97M-V with the def2-TZVPD basis set.

Each line ends with the Mulliken charge.
Geometry (Å):
S: -2.1432 -0.0902 0.5666  -0.85
H: -2.3694 -1.4088 0.6733  -0.06
C: 1.9130 1.0460 -0.9542  -0.74
C: 0.9638 -0.8894 -0.1056  -0.21
N: 1.6813 0.0972 0.1134  -0.45
H: 2.6217 1.8985 -0.5915  0.25
H: 2.6236 0.6300 -1.6479  0.35
H: 0.9452 1.3881 -1.4575  0.25
H: 0.2763 -1.3990 0.6192  0.21
H: 1.1633 -1.2854 -1.0958  0.25

- Orbital gap: 6.665 eV
- Total charge: -1
- Lowest unoccupied orbital energy: 4.06 eV

b.
A cluster of 2 separate species, C2H6NS in total, computed with ωB97M-V with the def2-TZVPD basis set.

Each line ends with the Mulliken charge.
Geometry (Å):
S: 2.7107 4.2307 -0.2705  -0.92
H: 3.0466 5.2922 0.4479  -0.08
C: -0.6699 -0.1707 0.0160  -0.60
C: -0.7992 -2.5002 -0.2006  -0.23
N: -0.8938 -1.3683 -0.7429  -0.39
H: -1.6317 0.3056 0.2320  0.23
H: -0.0981 0.5584 -0.6008  0.24
H: -0.2290 -0.3057 1.0018  0.30
H: -1.0275 -3.4281 -0.6983  0.25
H: -0.4079 -2.6139 0.8154  0.20

- Orbital gap: 5.444 eV
- Total charge: -1
- Lowest unoccupied orbital energy: 3.13 eV

Q: Which of them is the most stable? A: b.

a.
The molecule C22H27N3O3, computed with ωB97M-V with the def2-TZVPD basis set.

Each line ends with the Mulliken charge.
Geometry (Å):
O: 0.1717 0.5219 -1.4771  -0.67
C: 0.9422 0.2131 -0.5920  0.00
N: 2.2249 0.6211 -0.5470  -0.23
C: 2.8271 1.4711 -1.5608  -0.15
C: 3.9510 0.6948 -2.2552  -0.73
C: 4.4170 1.3138 -3.5703  -0.74
C: 4.8564 2.7745 -3.4709  -0.72
C: 3.6799 3.7356 -3.2881  -0.64
C: 3.2742 3.9892 -1.8333  -0.80
C: 3.3358 2.7655 -0.9163  -0.79
C: 0.5603 -0.7160 0.5496  0.05
C: 0.9045 -2.2169 0.2179  0.09
C: 0.2905 -2.5208 -1.1340  -0.65
C: -1.0122 -2.6484 -0.9135  -1.10
C: -1.1732 -2.3747 0.5601  1.15
C: -2.3721 -2.6977 1.4231  -0.86
N: -2.3232 -1.6501 2.4223  0.24
C: -3.1064 -1.7324 3.6320  -1.43
C: -4.5698 -1.5482 3.3328  0.61
C: -5.0365 -0.3370 2.8312  -0.24
C: -6.3809 -0.2066 2.5304  -0.49
C: -7.2102 -1.2995 2.7406  -0.25
N: -6.7784 -2.4547 3.2144  -0.62
C: -5.4939 -2.5727 3.5000  -0.27
C: -1.5143 -0.6045 2.1315  0.10
O: -1.3086 0.3429 2.8564  -0.72
C: -0.9493 -0.8428 0.7428  -0.46
O: 0.0397 -2.9011 1.0983  -0.61
H: 2.8133 0.3362 0.2198  0.36
H: 2.0208 1.6868 -2.2671  0.48
H: 3.5940 -0.3180 -2.4603  0.29
H: 4.7991 0.6140 -1.5691  0.33
H: 3.6108 1.2409 -4.3036  0.36
H: 5.2533 0.7174 -3.9436  0.37
H: 5.5758 2.8984 -2.6605  0.36
H: 5.3693 3.0285 -4.4016  0.33
H: 2.8255 3.3436 -3.8425  0.33
H: 3.9307 4.7005 -3.7341  0.37
H: 3.9228 4.7579 -1.4068  0.35
H: 2.2570 4.3853 -1.8310  0.34
H: 2.7288 2.9767 -0.0328  0.42
H: 4.3614 2.6097 -0.5743  0.34
H: 1.0551 -0.4267 1.4787  0.74
H: 1.9423 -2.5000 0.3726  0.59
H: 0.8373 -2.5641 -2.0540  0.50
H: -1.8177 -2.8108 -1.6002  0.45
H: -2.2693 -3.6793 1.8932  0.38
H: -3.3062 -2.6632 0.8498  0.30
H: -2.7487 -0.9289 4.2837  0.42
H: -2.9315 -2.6990 4.1162  0.46
H: -4.3484 0.4835 2.6843  0.46
H: -6.7769 0.7192 2.1430  0.38
H: -8.2685 -1.2518 2.5206  0.36
H: -5.1888 -3.5376 3.8864  0.35
H: -1.4876 -0.2383 0.0083  0.55

- Orbital gap: 9.982 eV
- Total charge: 0
- SMILES: O=C(NC1CCCCCC1)[C@@H]1[C@@H]2C=C[C@@]3(CN(Cc4cccnc4)C(=O)[C@@H]13)O2
- Lowest unoccupied orbital energy: 0.68 eV

b.
The molecule C22H27N3O3, computed with ωB97M-V with the def2-TZVPD basis set.

Each line ends with the Mulliken charge.
Geometry (Å):
C: -5.1255 2.9453 -6.4710  -0.84
O: -4.8990 1.6178 -6.0655  -0.46
C: -4.0546 1.3920 -5.0209  0.91
C: -3.3663 2.3746 -4.3200  -0.44
C: -2.5321 2.0174 -3.2743  -0.71
C: -2.3576 0.6934 -2.8955  -0.10
C: -1.3842 0.3615 -1.7870  0.08
C: -1.9105 -0.7061 -0.8122  -1.65
N: -0.9370 -0.9327 0.2260  -0.10
C: -1.1221 -0.5228 1.5043  0.45
O: -2.1987 -0.1437 1.9258  -0.68
C: 0.0850 -0.6340 2.3735  0.68
C: 1.3770 -0.4247 1.9034  -0.86
C: 2.4597 -0.5194 2.7561  -0.47
C: 2.2794 -0.8334 4.1043  0.83
N: 3.3877 -0.9596 4.9475  0.12
C: 4.7288 -1.1212 4.4115  -0.77
C: 5.5423 -1.6267 5.6034  -0.70
C: 4.8201 -1.0022 6.7894  -0.67
C: 3.3822 -0.8628 6.3125  0.51
O: 2.4231 -0.6783 7.0214  -0.64
C: 0.9815 -1.0239 4.5811  -0.52
C: -0.0940 -0.9125 3.7257  -0.96
N: -0.0435 -0.0223 -2.2557  0.11
C: 0.7079 1.1096 -2.7576  -1.09
C: -0.0183 -1.1145 -3.2079  -1.11
C: -3.0555 -0.2821 -3.6032  -0.12
C: -3.8896 0.0584 -4.6462  -0.92
H: -5.8318 2.8847 -7.2974  0.25
H: -4.2037 3.4235 -6.8187  0.33
H: -5.5633 3.5430 -5.6649  0.34
H: -3.4704 3.4180 -4.5731  0.38
H: -2.0111 2.7978 -2.7375  0.39
H: -1.2296 1.2690 -1.1897  0.81
H: -2.1203 -1.6502 -1.3203  0.27
H: -2.8263 -0.3505 -0.3356  0.49
H: -0.0069 -1.1339 -0.1070  0.26
H: 1.5519 -0.1519 0.8719  0.41
H: 3.4470 -0.3307 2.3643  0.40
H: 4.7228 -1.8295 3.5802  0.48
H: 5.1165 -0.1580 4.0559  0.31
H: 6.5890 -1.3373 5.5370  0.35
H: 5.4855 -2.7143 5.6601  0.30
H: 4.8666 -1.5933 7.7016  0.35
H: 5.1973 -0.0019 7.0132  0.26
H: 0.8225 -1.2451 5.6225  0.44
H: -1.0995 -1.0485 4.0933  0.42
H: 0.2843 1.5342 -3.6794  0.34
H: 0.7416 1.8884 -1.9965  0.35
H: 1.7280 0.7863 -2.9659  0.36
H: -0.4598 -0.8514 -4.1795  0.35
H: -0.5471 -1.9733 -2.8020  0.30
H: 1.0212 -1.4017 -3.3700  0.41
H: -2.9586 -1.3235 -3.3394  0.33
H: -4.4321 -0.6970 -5.1924  0.43

- Orbital gap: 9.083 eV
- Total charge: 0
- SMILES: COc1ccc([C@@H](CNC(=O)c2ccc(N3CCCC3=O)cc2)N(C)C)cc1
- Lowest unoccupied orbital energy: 0.63 eV

Q: Which of them is the most stable? A: b.